1.
This record from the Open Molecules 2025 dataset describes an isolated molecule of C9H10N4O2. The level of theory is wB97M-V/def2-TZVPD.

The geometry in XYZ format:
```
25
Properties=species:S:1:pos:R:3:lowdin_charge:R:1
O 3.21557 -1.95415 1.07127 -0.106
C 3.60342 -0.78220 0.42372 -0.290
C 2.68583 -0.36819 -0.81151 -0.145
O 1.34170 -0.14439 -0.35944 0.011
C 0.95859 1.11732 -0.31983 -0.486
N 1.67027 2.18272 -0.23612 0.101
N 0.80003 3.18011 -0.05281 -0.049
N -0.34529 2.80885 0.19852 0.096
N -0.26078 1.37912 -0.02765 0.039
C -1.41780 0.52672 -0.02773 -0.162
C -2.44836 0.91150 0.82970 0.013
C -3.58857 0.04549 0.77935 -0.103
C -3.70470 -1.11909 0.11720 -0.083
C -2.70404 -1.35991 -0.89801 -0.043
C -1.54472 -0.58263 -0.90019 -0.013
H 2.34927 -1.60920 1.70282 0.209
H 3.51839 0.18290 1.08452 0.141
H 4.63925 -0.75301 0.13707 0.104
H 2.66455 -1.24137 -1.47925 0.120
H 3.28325 0.47737 -1.36898 0.158
H -2.46983 1.77507 1.44842 0.098
H -4.29917 0.14347 1.59219 0.103
H -4.49857 -1.84868 0.21549 0.104
H -2.68604 -2.20949 -1.54448 0.093
H -0.76223 -0.75833 -1.57426 0.092
```

Computed properties:
total energy	-19546.933	eV
SMILES	OCCOc1nnnn1-c1ccccc1
HOMO energy	-9.4	eV
LUMO	0.50	eV
Kohn-Sham gap	9.9	eV

---

2.
This record from the Open Molecules 2025 dataset describes a 2-piece molecular cluster, C26H23NO2 overall. The level of theory is wB97M-V/def2-TZVPD.

The geometry in XYZ format:
```
52
Properties=species:S:1:pos:R:3:lowdin_charge:R:1
O 1.84297 2.07623 2.38598 0.078
C 1.70178 0.86810 2.59323 -0.277
C 0.41543 0.10215 2.59464 -0.046
C -0.82688 0.65887 2.45100 0.079
C -2.06499 -0.05149 2.69555 -0.187
C -2.22416 -1.11692 3.63431 -0.025
C -3.35023 -1.93340 3.59845 -0.074
C -4.40264 -1.66984 2.71036 -0.075
C -4.33449 -0.53286 1.89464 -0.078
C -3.19829 0.27482 1.91352 -0.025
C 0.76154 -1.36864 2.56207 -0.280
O 0.02038 -2.32255 2.37519 0.099
C 2.25249 -1.44386 2.69826 -0.091
C 3.08292 -2.56248 2.59642 0.003
C 4.46890 -2.37794 2.57714 -0.057
C 5.00828 -1.07846 2.68023 -0.059
C 4.16812 0.03482 2.78179 0.001
C 2.78626 -0.15233 2.76489 -0.095
H -0.90256 1.68406 2.06184 0.104
H -1.45259 -1.32329 4.37252 0.118
H -3.39960 -2.78832 4.27622 0.108
H -5.26792 -2.33107 2.67233 0.103
H -5.16899 -0.27007 1.24175 0.104
H -3.11427 1.14974 1.27044 0.092
H 2.63064 -3.54730 2.50474 0.120
H 5.13716 -3.23365 2.46098 0.107
H 6.08815 -0.94135 2.65185 0.105
H 4.54891 1.05085 2.85390 0.120
C -0.19030 4.07643 -3.27840 -0.096
C 0.84145 3.67029 -2.41707 -0.081
C 0.62115 3.61358 -1.03311 -0.027
C -0.59448 4.05825 -0.49577 -0.190
C -0.77031 4.29594 0.99658 -0.286
C -0.91771 5.80494 1.37552 -0.115
C -2.10692 5.90068 2.32926 -0.173
C -2.83285 4.55275 2.25041 -0.203
N -1.92682 3.59766 1.58262 -0.033
C -1.64196 4.38443 -1.36176 -0.052
C -1.44368 4.41079 -2.74658 -0.085
H -0.02416 4.13304 -4.35903 0.100
H 1.82426 3.42120 -2.82721 0.102
H 1.38301 3.24774 -0.33982 0.109
H 0.12598 3.91341 1.49490 0.113
H 0.00615 6.20359 1.80717 0.113
H -1.15368 6.37422 0.46910 0.107
H -1.76913 6.10556 3.34592 0.104
H -2.78606 6.69149 2.01430 0.102
H -3.05919 4.22716 3.27333 0.102
H -3.80275 4.65656 1.72445 0.110
H -2.43806 3.02007 0.90682 0.089
H -2.61697 4.63044 -0.93652 0.115
H -2.26518 4.72085 -3.39655 0.101
```

Computed properties:
total energy	-32919.544	eV
SMILES	O=C1C(=Cc2ccccc2)C(=O)c2ccccc21.c1ccc([C@H]2CCCN2)cc1
HOMO energy	-8.5	eV
LUMO	-0.88	eV
Kohn-Sham gap	7.6	eV

---

3.
This record from the Open Molecules 2025 dataset describes a 2-piece molecular cluster, C11H16NS overall. The level of theory is wB97M-V/def2-TZVPD.

The geometry in XYZ format:
```
29
Properties=species:S:1:pos:R:3:lowdin_charge:R:1
C -2.43353 -2.09062 -2.22195 -0.053
C -2.93559 -1.20464 -1.32853 -0.089
C -1.03678 -2.21438 -2.25740 -0.054
C -2.16247 -0.34929 -0.57966 -0.041
C -0.18736 -1.33675 -1.58885 -0.046
C -0.71800 -0.34476 -0.75832 -0.254
C 1.74813 2.05765 -0.32233 -0.174
C 1.02789 2.75324 0.81290 -0.380
C -0.00134 0.51574 0.10199 -0.524
C -0.61079 -0.97680 2.40095 0.083
C 2.29274 0.15495 1.19202 0.027
N 1.49728 0.62790 -0.02535 -0.121
S -0.62541 1.99667 0.64780 1.048
H -3.09109 -2.81240 -2.64887 0.111
H -4.00060 -1.14001 -1.06183 0.129
H -0.40518 -2.76433 -2.99835 0.128
H -2.77782 0.27182 0.03404 0.098
H 0.94120 -1.44577 -1.65999 0.131
H 1.43826 2.14933 -1.33099 0.124
H 2.95076 2.41725 -0.27001 0.213
H 1.40454 2.60138 1.82073 0.078
H 0.95305 3.83845 0.68010 0.104
H -0.78140 -2.04225 2.14212 0.035
H -1.51462 -0.34402 2.35644 0.005
H 0.23282 -0.52520 2.90078 -0.016
H 1.95377 -0.90296 1.68238 0.154
H 3.36547 0.22720 1.18538 0.098
H 1.91510 0.82465 1.94223 0.058
H 1.56095 0.05792 -0.84740 0.128
```

Computed properties:
total charge	+1
total energy	-23980.193	eV
HOMO energy (alpha / beta)	-11.8 / -11.0	eV
LUMO (alpha / beta)	-4.52 / -3.04	eV
Kohn-Sham gap (alpha / beta)	7.3 / 8.0	eV

---

4.
This record from the Open Molecules 2025 dataset describes a 2-piece molecular cluster, C7H18 overall. The level of theory is wB97M-V/def2-TZVPD.

The geometry in XYZ format:
```
25
Properties=species:S:1:pos:R:3:lowdin_charge:R:1
C 0.05263 -0.52430 1.58439 -0.106
C 0.25615 0.97646 1.16927 -0.428
C -1.07347 1.47754 0.65050 -0.068
C 0.70029 1.62683 2.50774 -0.090
H 0.03941 -0.73143 2.60802 0.036
H 0.71453 -1.42167 1.24893 0.113
H -0.96101 -0.70876 1.32538 0.036
H 1.04612 0.79162 0.52481 0.071
H -2.03499 1.26008 1.15824 0.117
H -0.88117 2.49787 0.40826 0.079
H -1.09989 1.04490 -0.24064 -0.002
H 1.59732 1.21874 3.06380 0.100
H 0.92568 2.66243 2.21319 0.065
H -0.15618 1.81377 3.11593 0.062
C 1.26768 -0.74485 -2.08471 -0.137
C -0.13394 -0.92391 -2.47812 -0.349
C -0.91838 -1.43531 -1.36219 -0.150
H 1.83398 -1.64196 -1.78224 0.077
H 2.01370 -0.33672 -2.81955 0.081
H 1.37908 -0.14148 -1.08855 0.083
H -0.23682 -1.70950 -3.32622 0.135
H -0.68313 -0.09272 -2.90262 0.106
H -1.75429 -1.94330 -1.86758 0.091
H -1.30063 -0.72067 -0.70264 0.027
H -0.59270 -2.29364 -0.92339 0.051
```

Computed properties:
total energy	-7548.338	eV
SMILES	CC(C)C.CCC
HOMO energy	-10.4	eV
LUMO	1.10	eV
Kohn-Sham gap	11.5	eV

---

The calculation returns the following energy above the lowest of the compared OMol25 structures with the same formula, charge and spin values, one per record and in order: 3.0905, 0.0000, 4.3586, 2.7788 eV.